The molecule C18H20N4O2S, computed with ωB97M-V with the def2-TZVPD basis set.

Computed properties:
**Energy relative to the best compared isomer or geometry (same formula, charge and spin)**: 0.086 eV
**SMILES**: CCCc1cc(=O)[nH]c(S[C@H](CC)C(=O)Nc2ccccc2C#N)n1
**HOMO level**: -8.79 eV
**Largest force on an atom**: 0.978 eV/Å
**Total energy**: -39882.783 eV
**2S+1**: 1

CARTESIAN COORDINATES (ANGSTROEM)
1 C -0.175 -1.623 -2.686
2 C 1.121 -2.387 -2.449
3 H 1.064 -2.932 -1.505
4 H 1.260 -3.115 -3.250
5 C 2.342 -1.451 -2.409
6 C 2.545 -0.862 -1.048
7 C 3.468 -1.352 -0.180
8 C 3.661 -0.772 1.122
9 O 4.454 -1.091 1.977
10 N 2.799 0.323 1.349
11 C 1.898 0.734 0.440
12 N 1.738 0.193 -0.722
13 S 0.903 2.104 0.920
14 C -0.109 2.355 -0.597
15 C -0.182 3.835 -0.953
16 C -0.763 4.687 0.169
17 H -0.766 5.734 -0.121
18 H -1.784 4.384 0.381
19 H -0.169 4.580 1.075
20 H -0.810 3.928 -1.841
21 H 0.822 4.185 -1.201
22 C -1.486 1.715 -0.429
23 O -2.516 2.286 -0.695
24 N -1.396 0.428 0.012
25 C -2.410 -0.483 0.284
26 C -3.763 -0.193 0.140
27 C -4.711 -1.156 0.434
28 C -4.337 -2.418 0.875
29 C -2.999 -2.723 1.025
30 C -2.032 -1.763 0.734
31 C -0.664 -2.067 0.893
32 N 0.458 -2.281 1.012
33 H -2.686 -3.698 1.368
34 H -5.087 -3.160 1.100
35 H -5.757 -0.917 0.318
36 H -4.058 0.784 -0.203
37 H -0.459 0.061 0.147
38 H 0.436 1.793 -1.365
39 H 2.874 0.788 2.247
40 H 4.091 -2.192 -0.438
41 H 2.199 -0.647 -3.133
42 H 3.238 -2.011 -2.677
43 H -0.186 -1.192 -3.685
44 H -0.271 -0.815 -1.968
45 H -1.034 -2.282 -2.586


The molecule C18H20N4O3S at a distorted geometry, computed with ωB97M-V with the def2-TZVPD basis set.

Computed properties:
**Energy relative to the best compared isomer or geometry (same formula, charge and spin)**: 3.473 eV
**SMILES**: CSc1ccccc1OCc1cc(C(=O)N(C)Cc2cc(C)[nH]n2)no1
**HOMO level**: -8.16 eV
**Largest force on an atom**: 1.036 eV/Å
**Total energy**: -41927.067 eV
**2S+1**: 1

CARTESIAN COORDINATES (ANGSTROEM)
1 C 5.372 4.833 0.019
2 H 6.179 5.212 -0.599
3 H 4.479 5.433 -0.132
4 H 5.676 4.831 1.062
5 S 5.087 3.133 -0.550
6 C 3.788 2.558 0.495
7 C 3.175 3.317 1.483
8 C 2.174 2.765 2.263
9 C 1.779 1.453 2.077
10 C 2.383 0.690 1.091
11 C 3.378 1.234 0.297
12 O 3.985 0.457 -0.675
13 C 3.442 0.625 -1.977
14 C 1.979 0.324 -1.998
15 C 1.271 -0.841 -2.019
16 C -0.082 -0.421 -1.911
17 N -0.142 0.888 -1.838
18 O 1.121 1.355 -1.889
19 C -1.234 -1.359 -1.954
20 O -1.060 -2.485 -2.399
21 N -2.427 -0.928 -1.505
22 C -2.701 0.364 -0.930
23 H -1.857 0.716 -0.342
24 H -2.902 1.102 -1.709
25 H -3.577 0.267 -0.288
26 C -3.566 -1.831 -1.595
27 C -3.955 -2.328 -0.242
28 N -4.807 -1.668 0.526
29 N -4.886 -2.365 1.660
30 C -4.099 -3.467 1.650
31 C -3.474 -3.471 0.423
32 H -2.771 -4.182 0.044
33 C -4.026 -4.400 2.802
34 H -3.319 -5.195 2.586
35 H -5.001 -4.844 3.000
36 H -3.701 -3.877 3.702
37 H -5.495 -2.053 2.399
38 H -4.404 -1.294 -2.048
39 H -3.268 -2.670 -2.228
40 H 1.624 -1.846 -2.101
41 H 3.988 -0.078 -2.607
42 H 3.601 1.651 -2.335
43 H 2.093 -0.338 0.928
44 H 1.002 1.024 2.690
45 H 1.704 3.370 3.023
46 H 3.470 4.340 1.652


A structure of composition C18H20N4O3S2Se2Te2W at a distorted geometry, computed with ωB97M-V with the def2-TZVPD basis set.

Computed properties:
**Energy relative to the best compared isomer or geometry (same formula, charge and spin)**: 0.000 eV
**HOMO level (alpha / beta)**: -6.79 / -6.79 eV
**Largest force on an atom**: 1.559 eV/Å
**Total energy**: -199869.390 eV
**2S+1**: 1

CARTESIAN COORDINATES (ANGSTROEM)
1 W -2.278 -0.612 -0.745
2 C 1.356 -0.884 -2.817
3 C 0.042 -1.261 -2.188
4 N -0.261 -0.758 -0.852
5 N 0.630 -1.146 0.103
6 C 0.068 -1.428 1.229
7 S -1.659 -1.443 1.401
8 S 1.076 -1.786 2.647
9 C 1.086 -0.118 3.404
10 C 2.158 0.801 2.883
11 C 2.036 1.436 1.647
12 C 3.041 2.272 1.181
13 C 4.183 2.485 1.941
14 C 4.318 1.850 3.167
15 C 3.313 1.013 3.631
16 C -0.254 -2.751 -2.150
17 C 0.685 -3.711 -2.522
18 C 0.398 -5.065 -2.465
19 C -0.846 -5.499 -2.023
20 C -1.799 -4.574 -1.639
21 C -1.496 -3.224 -1.686
22 O -2.480 -2.361 -1.308
23 H 2.209 -1.288 -2.268
24 H 1.440 0.200 -2.848
25 H 1.375 -1.267 -3.838
26 H 1.204 -0.272 4.475
27 H 0.088 0.285 3.245
28 H 1.175 1.232 1.023
29 H 2.937 2.747 0.213
30 H 4.967 3.136 1.575
31 H 5.209 2.004 3.763
32 H 3.425 0.517 4.590
33 H 1.660 -3.391 -2.864
34 H 1.147 -5.787 -2.766
35 H -1.072 -6.558 -1.978
36 H -2.781 -4.869 -1.296
37 C -1.758 5.066 -0.736
38 O -2.007 3.724 -1.176
39 C -1.844 2.709 -0.346
40 O -1.998 1.585 -0.800
41 N -1.533 2.991 0.948
42 N -1.351 1.947 1.841
43 H -1.870 5.686 -1.618
44 H -0.746 5.166 -0.347
45 H -2.493 5.376 0.008
46 H -1.655 3.929 1.291
47 H -2.188 1.773 2.383
48 H -0.551 2.140 2.425
49 Se -4.406 0.000 0.384
50 Te -4.678 0.276 -2.119
51 Te -5.764 -1.920 -2.854
52 Se -1.457 -0.373 -3.152


A structure of composition C18H20N4O7RuS2, computed with ωB97M-V with the def2-TZVPD basis set.

Computed properties:
**Energy relative to the best compared isomer or geometry (same formula, charge and spin)**: 1.266 eV
**Charge**: -1
**HOMO level (alpha / beta)**: -4.05 / -4.18 eV
**Largest force on an atom**: 0.917 eV/Å
**Total energy**: -63538.993 eV
**2S+1**: 2
**⟨S²⟩**: 0.76

CARTESIAN COORDINATES (ANGSTROEM)
1 Ru -0.164 -0.314 0.569
2 O 2.876 1.206 3.280
3 C 1.814 0.439 3.193
4 O 1.791 -0.696 2.774
5 C 0.516 1.148 3.540
6 O -0.152 1.288 2.292
7 C -1.511 1.671 2.388
8 C -2.220 1.551 1.041
9 O -3.078 2.375 0.759
10 O -1.923 0.542 0.279
11 H 3.609 0.806 2.649
12 H 0.698 2.133 3.972
13 H -0.080 0.528 4.217
14 H -1.597 2.704 2.726
15 H -2.032 1.003 3.086
16 S -1.030 -1.598 2.131
17 C -1.942 -2.852 1.316
18 C -2.716 -3.745 2.056
19 C -3.404 -4.768 1.426
20 C -3.316 -4.900 0.042
21 C -2.543 -4.020 -0.694
22 C -1.839 -2.984 -0.068
23 S -0.801 -1.923 -0.977
24 H -2.769 -3.633 3.133
25 H -4.003 -5.458 2.007
26 H -3.853 -5.695 -0.464
27 H -2.469 -4.127 -1.770
28 C -2.132 1.595 -2.650
29 N -1.365 2.710 -2.080
30 C -2.107 3.943 -1.832
31 C -0.418 2.372 -1.215
32 N 0.398 2.068 -0.452
33 H -2.445 1.865 -3.659
34 H -3.000 1.374 -2.026
35 H -1.504 0.707 -2.682
36 H -2.484 4.316 -2.785
37 H -1.435 4.686 -1.407
38 H -2.934 3.767 -1.143
39 C 2.901 -0.190 -3.500
40 N 3.407 -0.065 -2.147
41 C 4.734 0.077 -1.869
42 C 5.164 0.196 -0.606
43 C 4.184 0.190 0.475
44 O 4.588 0.364 1.650
45 N 2.884 -0.005 0.171
46 C 2.487 -0.116 -1.097
47 O 1.292 -0.276 -1.419
48 H 3.743 -0.166 -4.191
49 H 2.218 0.628 -3.729
50 H 2.355 -1.125 -3.615
51 H 5.396 0.090 -2.726
52 H 6.210 0.316 -0.369


A structure of composition C18H20NO10PS3TaTe at a distorted geometry, computed with ωB97M-V with the def2-TZVPD basis set.

Computed properties:
**Energy relative to the best compared isomer or geometry (same formula, charge and spin)**: 2.711 eV
**Charge**: -2
**HOMO level (alpha / beta)**: 0.51 / -1.42 eV
**Largest force on an atom**: 7.014 eV/Å
**Total energy**: -91601.928 eV
**2S+1**: 2
**⟨S²⟩**: 0.77

CARTESIAN COORDINATES (ANGSTROEM)
1 Ta 0.742 1.988 -0.226
2 O -1.652 0.736 5.472
3 C -1.128 1.019 4.228
4 C -1.941 1.129 3.096
5 C -1.384 1.476 1.895
6 N -0.053 1.687 1.708
7 C 0.733 1.490 2.814
8 C 0.232 1.196 4.065
9 C 2.173 1.487 2.521
10 O 3.035 1.340 3.384
11 O 2.406 1.588 1.244
12 C -2.212 1.693 0.681
13 O -3.407 1.402 0.659
14 O -1.545 2.213 -0.287
15 H -2.603 0.652 5.367
16 H -3.013 0.968 3.128
17 H 0.930 1.095 4.884
18 C 3.561 -3.623 -1.916
19 C 2.270 -2.998 -1.405
20 O 2.349 -1.587 -1.504
21 P 2.552 -0.590 -0.230
22 S 2.672 1.094 -1.397
23 S 1.597 -1.394 1.321
24 O 4.140 -0.896 0.039
25 C 4.783 -0.740 1.300
26 C 5.117 -2.099 1.895
27 H 3.523 -4.712 -1.830
28 H 4.393 -3.244 -1.323
29 H 3.725 -3.347 -2.959
30 H 2.089 -3.289 -0.368
31 H 1.415 -3.312 -2.011
32 H 4.159 -0.177 1.993
33 H 5.695 -0.165 1.115
34 H 4.194 -2.651 2.067
35 H 5.628 -1.961 2.852
36 H 5.758 -2.675 1.222
37 C -6.388 0.610 -2.796
38 C -4.888 0.579 -2.650
39 C -4.112 1.634 -3.128
40 C -2.741 1.640 -2.954
41 C -2.139 0.602 -2.264
42 C -2.888 -0.458 -1.794
43 C -4.259 -0.471 -1.998
44 S -0.377 0.580 -1.998
45 O 0.091 -0.277 -3.052
46 O 0.114 1.971 -2.127
47 O -0.110 0.081 -0.643
48 H -6.816 1.285 -2.050
49 H -6.816 -0.379 -2.635
50 H -6.682 0.971 -3.783
51 H -4.594 2.471 -3.622
52 H -2.139 2.474 -3.290
53 H -2.397 -1.252 -1.245
54 H -4.852 -1.299 -1.628
55 Te 1.064 4.448 0.159


A structure of composition C18H21AsAuN3O4S2 at a distorted geometry, computed with ωB97M-V with the def2-TZVPD basis set.

Computed properties:
**Energy relative to the best compared isomer or geometry (same formula, charge and spin)**: 1.349 eV
**HOMO level (alpha / beta)**: -7.05 / -7.03 eV
**Largest force on an atom**: 2.451 eV/Å
**Total energy**: -117866.301 eV
**2S+1**: 1

CARTESIAN COORDINATES (ANGSTROEM)
1 Au 0.524 0.253 -0.974
2 N 1.579 3.319 -3.930
3 C 1.262 2.151 -3.342
4 S 2.262 1.656 -2.017
5 N 0.283 1.459 -3.853
6 N -0.133 0.380 -3.223
7 C -1.029 -0.416 -3.695
8 C -1.255 -1.714 -3.163
9 C -2.346 -2.472 -3.618
10 C -2.553 -3.756 -3.185
11 C -1.661 -4.328 -2.269
12 C -0.592 -3.622 -1.793
13 C -0.320 -2.297 -2.231
14 O 0.745 -1.705 -1.842
15 H 2.441 3.764 -3.671
16 H 1.126 3.560 -4.795
17 H -1.626 -0.093 -4.551
18 H -3.035 -2.023 -4.323
19 H -3.395 -4.328 -3.546
20 H -1.816 -5.347 -1.944
21 H 0.108 -4.055 -1.094
22 C -3.217 0.511 -0.075
23 As -2.085 -0.354 1.237
24 C -1.905 0.783 2.813
25 C -3.047 -1.904 1.907
26 O -0.721 -0.954 0.553
27 H -4.150 0.856 0.365
28 H -3.417 -0.223 -0.858
29 H -2.675 1.358 -0.500
30 H -2.797 0.659 3.426
31 H -1.804 1.826 2.523
32 H -1.023 0.487 3.384
33 H -3.984 -1.609 2.378
34 H -2.412 -2.405 2.640
35 H -3.237 -2.596 1.086
36 O 5.348 0.273 4.437
37 C 4.837 1.493 4.177
38 O 5.336 2.467 4.675
39 C 3.655 1.569 3.279
40 C 3.035 0.459 2.707
41 C 1.940 0.619 1.885
42 C 1.457 1.893 1.586
43 S 0.107 2.116 0.493
44 C 2.057 3.005 2.176
45 C 3.138 2.839 3.012
46 H 4.885 -0.427 3.961
47 H 3.369 -0.555 2.893
48 H 1.458 -0.252 1.464
49 H 1.672 3.990 1.959
50 H 3.613 3.689 3.480


A structure of composition C18H21Br15F7N3O2P at a distorted geometry, computed with ωB97M-V with the def2-TZVPD basis set.

Computed properties:
**Charge**: +1
**HOMO level**: -11.47 eV
**Largest force on an atom**: 4.843 eV/Å
**Total energy**: -1106504.606 eV
**2S+1**: 1

CARTESIAN COORDINATES (ANGSTROEM)
1 C 0.877 6.032 2.598
2 P 0.817 4.331 3.490
3 C 2.319 4.196 4.636
4 N 1.082 3.011 2.273
5 C 2.103 3.334 1.287
6 C 2.532 2.347 0.193
7 C 1.797 0.952 0.194
8 C 2.318 -0.066 -0.925
9 O 3.411 -0.636 -0.702
10 O 1.527 -0.204 -2.096
11 N 1.983 -1.188 -2.926
12 C 0.662 0.628 1.236
13 C -0.021 -0.793 1.154
14 F -1.239 -0.951 1.855
15 F -0.337 -1.221 -0.190
16 C 0.995 -1.902 1.808
17 F 2.251 -1.364 2.164
18 F 0.395 -2.335 3.043
19 C 1.150 -3.229 0.920
20 F 1.854 -3.056 -0.285
21 F -0.087 -3.916 0.720
22 F 1.937 -4.134 1.706
23 C 0.343 1.752 2.296
24 C -0.748 1.507 3.424
25 C -0.321 0.313 4.452
26 N -0.075 0.796 5.842
27 H 0.141 5.982 1.726
28 H 0.501 6.805 3.369
29 H 1.949 6.286 2.274
30 H 3.005 5.118 4.525
31 H 2.964 3.278 4.370
32 H 2.004 4.061 5.733
33 H 2.640 4.353 1.295
34 H 3.353 2.598 -0.572
35 H 1.757 -2.134 -2.591
36 H 2.976 -1.076 -3.179
37 H -1.716 1.191 2.872
38 H -1.034 2.404 4.056
39 H 0.681 -0.098 4.048
40 H -1.156 -0.477 4.376
41 H 0.409 0.003 6.312
42 H 0.579 1.597 5.796
43 C -3.806 -1.125 -0.689
44 Br -4.373 -1.926 -2.361
45 Br -4.229 0.767 -0.613
46 Br -4.510 -2.083 0.844
47 H -2.722 -1.211 -0.646
48 C -6.941 -0.485 3.535
49 Br -6.832 -1.875 4.883
50 Br -8.753 0.171 3.320
51 Br -5.690 0.957 3.883
52 H -6.651 -0.936 2.587
53 C 3.048 0.530 -6.497
54 Br 4.484 -0.229 -5.436
55 Br 2.441 2.227 -5.780
56 Br 3.532 0.670 -8.369
57 H 2.208 -0.160 -6.436
58 C 3.942 -2.179 -10.960
59 Br 5.542 -3.274 -10.912
60 Br 4.185 -0.593 -12.051
61 Br 2.386 -3.199 -11.509
62 H 3.757 -1.840 -9.942
63 C -5.422 -5.598 -1.844
64 Br -6.947 -5.023 -0.793
65 Br -5.030 -7.478 -1.578
66 Br -5.638 -5.165 -3.722
67 H -4.558 -5.038 -1.485


The molecule C18H21Cl2NO, computed with ωB97M-V with the def2-TZVPD basis set.

Computed properties:
**SMILES**: CC(C)(C)NCC(O)(c1ccc(Cl)cc1)c1ccc(Cl)cc1
**HOMO level**: -8.51 eV
**Largest force on an atom**: 0.530 eV/Å
**Total energy**: -47589.838 eV
**2S+1**: 1

CARTESIAN COORDINATES (ANGSTROEM)
1 C -1.754 2.880 0.879
2 H -1.678 3.913 1.207
3 H -2.794 2.571 0.945
4 H -1.422 2.825 -0.154
5 C -0.881 1.995 1.768
6 N -1.145 0.581 1.505
7 H -0.496 0.016 2.041
8 C -1.320 0.055 0.187
9 H -2.034 0.677 -0.351
10 H -1.764 -0.940 0.296
11 C -0.072 -0.104 -0.762
12 C -0.475 -1.078 -1.862
13 C -1.369 -0.628 -2.831
14 C -1.791 -1.454 -3.854
15 C -1.313 -2.753 -3.918
16 C -0.417 -3.218 -2.970
17 C -0.002 -2.381 -1.949
18 H 0.705 -2.756 -1.225
19 H -0.042 -4.228 -3.031
20 Cl -1.832 -3.797 -5.193
21 H -2.486 -1.095 -4.597
22 H -1.732 0.387 -2.783
23 C 1.136 -0.595 0.014
24 C 1.006 -1.629 0.941
25 C 2.093 -2.073 1.670
26 C 3.332 -1.484 1.477
27 C 3.485 -0.458 0.560
28 C 2.389 -0.023 -0.163
29 H 2.522 0.788 -0.863
30 H 4.451 -0.002 0.413
31 Cl 4.696 -2.033 2.389
32 H 1.981 -2.872 2.386
33 H 0.048 -2.101 1.094
34 O 0.162 1.171 -1.343
35 H 0.714 1.062 -2.125
36 C -1.268 2.211 3.238
37 H -1.137 3.253 3.519
38 H -0.648 1.598 3.887
39 H -2.307 1.932 3.391
40 C 0.594 2.375 1.576
41 H 0.761 3.402 1.893
42 H 1.238 1.723 2.165
43 H 0.868 2.288 0.530


The molecule C18H21F2N5 at a distorted geometry, computed with ωB97M-V with the def2-TZVPD basis set.

Computed properties:
**Energy relative to the best compared isomer or geometry (same formula, charge and spin)**: 0.001 eV
**SMILES**: Cc1nnn(C)c1-c1cnc2ccn(CC3CCC(F)(F)CC3)c2c1
**HOMO level**: -8.49 eV
**Largest force on an atom**: 2.821 eV/Å
**Total energy**: -31892.100 eV
**2S+1**: 1

CARTESIAN COORDINATES (ANGSTROEM)
1 F 0.707 3.677 3.847
2 F -1.167 2.620 4.225
3 N 0.797 0.269 -5.677
4 N 1.523 -0.722 -5.364
5 N -2.885 -1.059 -1.381
6 C -2.655 -1.482 1.104
7 C 0.026 -0.387 -3.689
8 C -1.591 -1.430 1.963
9 C -0.149 0.502 -4.700
10 C -2.150 -0.757 -2.500
11 C -2.180 -1.196 -0.228
12 C -0.052 -0.745 -1.259
13 C -0.732 -0.599 -2.457
14 C -0.797 -0.994 -0.111
15 N 1.097 -1.155 -4.140
16 N -0.450 -1.146 1.250
17 C -1.160 1.578 -4.879
18 C 1.534 -2.427 -3.548
19 C 0.954 -1.191 1.810
20 C 0.022 2.100 2.291
21 C 0.873 1.493 4.619
22 C 1.303 1.349 1.854
23 C 0.769 0.084 4.038
24 C 0.100 2.445 3.748
25 C 1.433 0.019 2.647
26 H -3.695 -1.747 1.373
27 H -1.612 -1.656 3.027
28 H -2.729 -0.650 -3.400
29 H 1.023 -0.689 -1.216
30 H -0.667 2.542 -4.923
31 H -1.857 1.569 -4.032
32 H -1.720 1.404 -5.797
33 H 0.951 -3.218 -4.053
34 H 1.367 -2.422 -2.476
35 H 2.582 -2.521 -3.717
36 H 1.094 -2.088 2.407
37 H 1.678 -1.307 0.982
38 H -0.029 3.021 1.722
39 H -0.879 1.518 2.087
40 H 1.908 1.792 4.643
41 H 0.489 1.472 5.636
42 H 1.270 1.195 0.780
43 H 2.188 1.968 2.090
44 H 1.282 -0.657 4.665
45 H -0.298 -0.181 3.931
46 H 2.488 -0.190 2.809